{"formula": "C16H48Li4N6O11", "method": "ωB97M-V with the def2-TZVPD basis set", "elements": ["H", "O", "H", "Li", "C", "H", "H", "C", "H", "N", "C", "H", "H", "H", "H", "H", "Li", "H", "N", "C", "C", "N", "O", "C", "O", "H", "H", "N", "H", "H", "H", "H", "O", "C", "H", "H", "H", "H", "O", "C", "C", "H", "H", "Li", "H", "H", "O", "C", "C", "C", "C", "C", "H", "H", "N", "H", "H", "H", "H", "H", "H", "C", "O", "H", "H", "H", "H", "H", "O", "H", "H", "H", "H", "C", "O", "O", "H", "N", "O", "H", "H", "H", "Li", "H", "H"], "coordinates": [[8.4220, 0.6468, 3.4442], [-1.1683, 3.9506, -1.1321], [-7.0136, -5.4974, -4.4092], [3.8306, -4.1673, 2.8587], [0.9369, 2.2157, 2.8688], [-2.0274, -0.2153, -1.5155], [-1.0446, -0.6645, 3.4792], [3.0354, 2.8651, 1.8836], [1.5200, 1.5120, 3.4670], [1.6566, 2.4464, 1.6033], [1.4682, -1.4603, 0.7987], [1.0657, -1.5822, -0.2331], [-3.1808, 4.2287, 0.2690], [4.9598, 3.2801, -1.8001], [0.2104, -1.7307, -3.6305], [1.2526, -2.6840, 2.5538], [4.1084, -2.1089, 0.9993], [0.1333, 3.0919, 4.5793], [7.5448, 0.2161, 3.2201], [6.4148, 0.9429, 2.9310], [-3.5544, -1.8813, -2.6398], [-1.0540, 1.8643, -0.2379], [2.5524, -3.6747, 1.3631], [3.7987, 3.3517, 0.6664], [6.2578, 2.1142, 3.1675], [3.6011, 2.0311, 2.3035], [0.4362, -1.0239, 3.5077], [5.3803, 0.1672, 2.4166], [-2.8519, -1.3380, -3.2735], [-5.5104, -4.3886, -5.8184], [-4.5361, -1.4031, -2.6094], [1.2344, 0.4207, -2.1056], [0.9004, -1.1785, -3.2460], [-3.7575, -3.2956, -3.1372], [-5.2467, -2.6079, -4.2974], [-1.1350, 1.3487, 0.6219], [3.4143, 4.3239, 0.3375], [-1.9830, -0.9012, 0.0956], [1.4007, 1.2780, -1.6768], [-8.2564, -3.6664, -3.0138], [-2.0249, -1.1569, -0.9662], [-1.4549, 5.1265, 4.3354], [0.5070, -3.3313, 1.0958], [3.0852, -4.4603, -0.4544], [-1.5182, 5.8423, 2.7142], [-8.6737, -4.6765, -3.0894], [2.7008, -0.8231, 0.7147], [-6.3519, -4.7699, -3.9295], [-1.5435, 3.1479, -0.3016], [0.5266, 3.4583, 3.6176], [-0.8909, 5.2985, 3.4123], [1.4006, -2.8311, 1.4755], [-8.9801, -3.0180, -3.5128], [-4.4324, -3.8063, -2.4330], [-2.6357, 3.4135, 0.4775], [-0.2912, 1.5805, -0.8338], [3.1431, 3.6672, 2.6246], [-2.8669, -3.9283, -3.1775], [-6.0888, -5.1511, -2.9337], [1.2599, 3.2325, 1.0853], [5.5817, -0.7862, 2.1804], [4.8825, 2.3772, -1.1856], [-3.1910, -1.8944, -1.2426], [-1.1450, -1.7829, -1.1794], [4.9244, 1.5147, -1.8482], [5.7663, 2.3547, -0.5427], [-3.0627, 2.7359, 1.0816], [0.0570, 1.6196, 2.6142], [-7.0408, -3.5463, -3.7176], [0.6531, -0.8140, 1.1775], [4.8462, 3.4993, 0.9291], [1.3780, 4.1092, 3.8490], [-4.4267, -5.2997, -4.6746], [-5.1232, -4.4724, -4.8063], [-0.4564, 4.0765, 2.8526], [-0.2851, -0.7245, 4.0680], [4.5097, 0.5289, 2.0735], [-4.4438, -3.2193, -4.4301], [3.6795, 2.4313, -0.4405], [1.7359, 1.8406, -2.3841], [1.5257, -1.0376, -3.9661], [7.5022, -0.7861, 3.1969], [2.2679, 1.1194, 0.1049], [-0.0203, 5.9140, 3.6666], [-8.2010, -3.3987, -1.9565]], "lowdin_charge": [0.117, 0.040, 0.123, 0.865, -0.190, 0.078, 0.044, -0.204, 0.123, -0.086, -0.422, 0.090, 0.110, 0.106, 0.059, 0.096, 0.715, 0.140, 0.161, -0.644, -0.189, 0.151, -0.573, -0.169, 0.083, 0.086, -0.007, 0.138, 0.120, 0.116, 0.134, 0.027, -0.047, -0.219, 0.089, 0.073, 0.143, 0.073, -0.087, -0.099, -0.135, 0.095, 0.123, 0.868, 0.091, 0.087, -0.442, -0.225, -0.672, -0.236, -0.083, -0.346, 0.091, 0.112, 0.161, 0.048, 0.136, 0.116, 0.114, 0.123, 0.041, -0.081, -0.184, 0.070, 0.090, 0.092, 0.096, 0.093, -0.214, 0.101, 0.123, 0.124, 0.115, -0.182, -0.190, -0.034, 0.051, -0.069, -0.274, 0.090, 0.062, 0.084, 0.623, 0.092, 0.087], "homo_lumo_gap_ev": 3.7870, "fmax_ha_per_bohr": 0.0571, "e_homo_ev": -11.9, "total_charge": 2, "e_tot_ha": -1824.32293, "lumo_energy_ev": -8.07}